{
  "formula": "C6H18O11PdS2",
  "method": "ωB97M-V with the def2-TZVPD basis set",
  "spin_multiplicity": 3,
  "total_energy_ev": -54186.66686,
  "relative_energy_kcal_mol": 0.0,
  "orbital_gap_ha": [0.23682, 0.24378],
  "e_lumo_ev": [4.756, 4.756],
  "charge": -2,
  "elements": ["H", "H", "H", "O", "H", "S", "H", "O", "O", "C", "H", "O", "H", "C", "Pd", "H", "H", "C", "H", "H", "H", "H", "C", "O", "H", "O", "O", "C", "O", "H", "S", "O", "O", "H", "O", "H", "H", "C"],
  "xyz": [[-0.91340, -4.22213, 0.20464], [-1.54372, -3.27102, -1.15437], [-0.85297, 2.51746, -1.74094], [0.50703, -0.80979, -2.62891], [0.26646, 4.92415, -0.97969], [-0.92383, -0.86449, -3.11765], [0.42417, -2.42989, 0.69580], [3.45754, 1.17756, 0.79562], [0.04312, 0.54544, 1.68033], [-0.65825, -3.45980, -0.55216], [-1.81519, -0.62724, 4.23002], [2.02681, -0.72271, 0.27907], [0.62789, -3.21809, -2.23034], [0.25262, 4.39951, -0.02250], [0.12052, -0.02626, -0.58308], [-1.00824, -1.46830, 2.89346], [1.42341, -3.96838, -0.88723], [0.47166, -3.94725, -1.43293], [0.14458, 5.14307, 0.77555], [-1.05817, 3.01968, 1.00269], [-1.83059, 3.90412, -0.31263], [-1.90874, 0.72686, 2.15490], [-0.95640, -0.60041, 3.55708], [-1.10700, 0.05099, -4.25102], [-0.80995, 1.55189, 3.26346], [2.04530, 1.09149, -1.22724], [4.05450, -0.28636, -1.06380], [-0.89688, 3.41981, 0.00063], [-1.70111, -0.36118, -1.91555], [-0.02047, -0.69777, 4.10975], [2.96663, 0.32734, -0.30823], [-0.30517, -2.24455, 0.09481], [-0.62140, 2.30315, -0.83254], [0.29110, -4.93912, -1.85223], [-1.34253, -2.23416, -3.44320], [0.91595, 0.79882, 2.00553], [1.19192, 3.86382, 0.11345], [-0.95719, 0.63373, 2.67946]]
}

---

{
  "formula": "C6H18O3",
  "method": "ωB97M-V with the def2-TZVPD basis set",
  "total_energy_ev": -12655.65820,
  "relative_energy_kcal_mol": 14.4,
  "orbital_gap_ha": 0.37315,
  "smiles": "CCO.CCO.CCO",
  "e_lumo_ev": 0.682,
  "charge": 0,
  "elements": ["C", "H", "C", "H", "H", "C", "H", "H", "H", "H", "H", "H", "O", "C", "H", "H", "H", "H", "O", "O", "H", "H", "H", "H", "H", "C", "C"],
  "xyz": [[1.71077, 1.06510, 0.60576], [0.42886, -0.42838, 0.43981], [1.24786, -3.83496, -0.13501], [2.26846, 1.10026, -0.33760], [2.04044, -4.39435, 0.36013], [-2.70577, 2.00380, -0.68640], [-2.64406, 1.26352, -2.72733], [-1.50756, 0.49345, -1.60413], [1.72707, -3.24853, -0.92444], [-3.43430, 1.27193, -0.30323], [2.54404, 2.80660, 1.54991], [1.22852, -2.10000, 1.15245], [-0.64573, -2.34116, 0.31559], [0.54486, -2.90413, 0.84684], [-3.29939, 2.88014, -0.95767], [0.86055, 2.48278, 1.98343], [2.27343, 0.41414, 1.28599], [0.28428, -3.43959, 1.76271], [-1.83101, 2.38903, 0.35306], [0.40988, 0.53004, 0.37727], [1.22773, 3.13950, 0.39623], [-1.17211, 2.12033, -2.16090], [-1.05168, 1.81698, 0.34419], [-0.64521, -2.45726, -0.63846], [0.53480, -4.52487, -0.58425], [1.58467, 2.45696, 1.16962], [-1.97939, 1.43867, -1.88360]]
}

---

{
  "formula": "C6H18O3",
  "method": "ωB97M-V with the def2-TZVPD basis set",
  "total_energy_ev": -12655.48207,
  "relative_energy_kcal_mol": 18.5,
  "orbital_gap_ha": 0.40231,
  "smiles": "CCO.CCO.CCO",
  "e_lumo_ev": 0.823,
  "charge": 0,
  "elements": ["C", "O", "H", "H", "H", "O", "C", "H", "H", "H", "H", "H", "H", "H", "H", "H", "H", "H", "H", "C", "C", "C", "C", "O", "H", "H", "H"],
  "xyz": [[-0.13149, 2.20296, 1.73170], [1.65525, -3.87796, -0.95344], [0.60158, 2.52706, 2.46717], [3.34081, -2.12178, 1.36719], [-0.84975, 1.75289, -1.71239], [0.18238, 2.86613, 0.51054], [-1.90699, 1.82453, -1.98537], [-1.06986, 0.29358, 1.29916], [-1.96521, 3.78315, -1.68785], [1.23675, -4.50108, -0.35176], [-3.79030, 0.85181, -1.75016], [-1.12335, 2.52080, 2.06263], [-1.93165, 1.90485, -3.07725], [-0.60901, 2.86762, -0.03730], [-2.39930, -0.26314, -1.98361], [-2.67097, 0.55520, -0.43472], [2.17175, -3.40073, 1.82932], [0.66612, 0.36948, 0.89130], [3.21910, -2.58828, -0.95938], [2.47484, -2.70539, 1.04798], [-2.74443, 0.65829, -1.51874], [-0.09792, 0.68342, 1.60061], [2.79413, -3.34004, -0.29595], [-2.43004, 3.01688, -1.34113], [0.15931, 0.23155, 2.56313], [1.65406, -1.99555, 0.90864], [3.56418, -4.11622, -0.19034]]
}

---

{
  "formula": "C6H18O3",
  "method": "ωB97M-V with the def2-TZVPD basis set",
  "total_energy_ev": -12654.72290,
  "relative_energy_kcal_mol": 36.0,
  "orbital_gap_ha": 0.40246,
  "smiles": "CCO.CCO.CCO",
  "e_lumo_ev": 0.626,
  "charge": 0,
  "elements": ["C", "H", "H", "H", "H", "C", "H", "C", "H", "H", "H", "H", "C", "H", "H", "C", "O", "H", "H", "H", "C", "H", "H", "O", "O", "H", "H"],
  "xyz": [[17.98458, -12.78717, 16.67707], [16.10531, -17.62765, 13.13162], [15.91921, -17.93199, 14.93962], [17.48564, -14.78298, 17.28831], [19.07348, -12.81159, 16.63471], [17.38826, -19.18350, 13.97929], [17.52064, -19.55204, 12.96207], [16.13740, -18.34259, 13.95377], [12.88079, -14.84685, 14.69098], [16.35534, -13.46587, 17.71647], [11.12185, -15.99610, 13.36565], [8.84858, -15.50648, 14.12619], [11.87884, -14.93612, 15.11077], [17.71161, -11.74285, 16.82869], [10.61700, -16.64245, 14.91047], [10.80292, -15.71475, 14.36925], [17.23231, -20.10960, 15.03479], [11.96244, -15.35248, 16.11464], [18.29660, -18.59936, 14.12708], [17.05498, -20.92816, 14.56559], [17.40323, -13.75911, 17.65300], [15.31075, -19.00635, 13.70039], [17.78139, -13.00653, 15.62888], [18.17258, -13.62171, 18.83602], [9.57992, -14.94910, 14.40202], [17.94721, -14.20512, 19.56433], [11.58932, -13.90816, 15.32890]]
}

---

{
  "formula": "C6H18O3",
  "method": "ωB97M-V with the def2-TZVPD basis set",
  "spin_multiplicity": 2,
  "total_energy_ev": -12645.63551,
  "relative_energy_kcal_mol": 12.2,
  "orbital_gap_ha": [0.38548, 0.13418],
  "e_lumo_ev": [-2.863, -9.701],
  "charge": 1,
  "elements": ["H", "C", "C", "O", "H", "H", "C", "H", "H", "H", "H", "C", "H", "C", "C", "H", "H", "O", "H", "O", "H", "H", "H", "H", "H", "H", "H"],
  "xyz": [[-2.04709, -3.52152, -0.58102], [1.25793, 0.80875, -1.57151], [1.53857, -0.33816, -2.54764], [0.52815, 0.29122, -0.50991], [0.14142, -1.74999, -0.39446], [1.68094, 2.28940, 3.35184], [-1.49815, -2.58107, -0.62929], [-2.75576, -1.90551, -2.22403], [1.87941, -0.12503, -3.56080], [0.63911, -0.93570, -2.69602], [-1.87388, -2.13221, 0.29019], [-1.71543, -1.81782, -1.91080], [-1.11786, 1.38924, 3.40334], [-0.38073, 2.07825, 2.99104], [0.98695, 1.44971, 3.31421], [0.35369, 0.95798, 0.15836], [-1.55721, -0.74610, -1.79045], [-0.09039, -2.68097, -0.42842], [2.28740, -1.04821, -2.19665], [-0.54584, 2.24281, 1.60382], [-0.49106, 3.01780, 3.53249], [1.01740, 1.14416, 4.36006], [-1.38562, 2.67585, 1.43398], [1.34126, 0.68342, 2.62475], [2.21323, 1.20701, -1.22963], [-1.10345, -2.24192, -2.70687], [0.69702, 1.58868, -2.08647]]
}

---

{
  "formula": "C6H18O3S3",
  "method": "ωB97M-V with the def2-TZVPD basis set",
  "total_energy_ev": -45157.90932,
  "relative_energy_kcal_mol": 29.0,
  "orbital_gap_ha": 0.33671,
  "e_lumo_ev": 0.449,
  "charge": 0,
  "elements": ["O", "S", "H", "C", "H", "H", "S", "C", "O", "H", "H", "H", "O", "H", "H", "H", "H", "C", "H", "H", "H", "C", "H", "H", "S", "C", "H", "H", "H", "C"],
  "xyz": [[-2.49568, 1.08075, 1.29593], [1.85700, -2.51873, -4.40938], [1.01028, 5.39248, 3.09737], [-3.95564, -1.16614, 1.35167], [3.78962, -3.96365, -4.64144], [-3.70655, -2.21452, 1.51583], [-2.70189, -0.18848, 0.39102], [-1.43002, -1.44436, 0.72065], [2.38916, 3.45865, 5.03159], [2.08222, -0.60334, -5.98686], [0.55726, -0.61684, -5.06643], [-4.84041, -1.26917, 0.72345], [2.48146, -1.78671, -3.22142], [-1.29719, -1.43622, 1.80249], [0.79995, -1.55590, -6.60792], [-1.08969, 2.55461, 4.74880], [3.85331, -2.76335, -5.92183], [3.17633, -3.36016, -5.31059], [-4.10874, -0.83605, 2.37914], [-0.02115, 1.81564, 5.95215], [2.68802, -4.01230, -6.03473], [-0.06521, 2.24129, 4.94966], [-0.47515, -1.21033, 0.24996], [-1.60135, -2.41100, 0.24697], [0.90200, 3.86661, 5.04869], [1.23881, -1.21663, -5.66963], [0.76838, 3.62901, 2.56033], [0.13406, 1.49518, 4.18042], [-0.50399, 4.62380, 3.33748], [0.56479, 4.41585, 3.28663]]
}

---

> Which value of charge does entry 3 give?

0